Arrangement 1

{"formula": "C3H6ClN", "method": "ωB97M-V/def2-TZVPD", "gap_ev": [8.15, 8.10], "spin_multiplicity": 1, "lumo_ev": [-0.80, 0.03], "symbols": ["C", "C", "C", "N", "Cl", "H", "H", "H", "H", "H", "H"], "coordinates": [[-1.04710, 1.34867, -0.27413], [-0.75403, 0.28927, 0.68271], [2.37960, -1.29559, -0.16919], [-1.57711, -0.02041, -0.29820], [-3.40674, -0.27799, -0.09013], [-1.72309, 2.15168, -0.00035], [-0.35039, 1.58673, -1.06718], [-0.64415, 0.09880, 1.72408], [2.28879, -2.05770, -0.90979], [2.37842, -1.55115, 0.86709], [2.45582, -0.27231, -0.46491]]}


Arrangement 2

{"formula": "C3H6ClN", "method": "ωB97M-V/def2-TZVPD", "gap_ev": 10.71, "smiles": "C=C[C@@H](N)Cl", "spin_multiplicity": 1, "lumo_ev": 1.00, "symbols": ["C", "C", "C", "N", "Cl", "H", "H", "H", "H", "H", "H"], "coordinates": [[-0.50937, 0.39549, 1.79483], [-0.77722, -0.08627, 0.57729], [0.40007, -0.54723, -0.54467], [0.18945, 0.24616, -1.75352], [2.07607, -0.53648, 0.06306], [-1.13646, 0.87477, 2.48422], [0.43511, 0.23044, 2.20493], [-1.86670, 0.03327, 0.30516], [0.10560, -1.51065, -0.73649], [0.82982, 1.06662, -1.71180], [0.25362, -0.16612, -2.68301]]}


So which one is most stable? That would be arrangement 2, about 4.783 eV below the next structure.


Arrangement 1

{"formula": "C4H7NOS", "method": "ωB97M-V/def2-TZVPD", "gap_ev": 7.06, "spin_multiplicity": 1, "lumo_ev": -2.13, "symbols": ["C", "C", "C", "C", "H", "H", "H", "H", "H", "H", "H", "N", "O", "S"], "coordinates": [[-0.42894, -0.77702, -0.62536], [0.89624, -0.75087, 0.15729], [1.24615, 0.75423, 0.40509], [-0.00517, 1.48243, 0.45332], [-3.21996, -1.14041, -0.06267], [1.76586, -1.41624, -0.30934], [0.57932, -1.43945, 1.09078], [1.88503, 0.91760, -0.45727], [2.01461, 1.10613, 1.12770], [0.38924, 2.51903, 0.38509], [-0.71208, 1.15241, 1.46890], [-1.07529, -1.89111, -0.90096], [-2.25887, -1.47017, -1.70462], [-1.07615, 0.95342, -1.02796]]}


Arrangement 2

{"formula": "C4H7NOS", "method": "ωB97M-V/def2-TZVPD", "gap_ev": 9.77, "smiles": "C[C@@H]1SCNC1=O", "spin_multiplicity": 1, "lumo_ev": 0.68, "symbols": ["C", "C", "S", "C", "N", "C", "O", "H", "H", "H", "H", "H", "H", "H"], "coordinates": [[0.90215, 1.47581, 0.59300], [-0.47205, 0.86209, 0.09790], [-1.24711, -0.18485, 1.31562], [-0.42980, -1.56709, 0.52283], [-0.38584, -1.31214, -0.83353], [-0.27408, -0.03355, -1.16746], [0.06292, 0.38522, -2.27932], [1.52779, 0.65026, 1.07902], [0.99130, 2.34844, 1.36352], [1.28520, 1.97622, -0.37555], [-1.18292, 1.56055, -0.38728], [-1.10892, -2.43211, 0.76756], [0.66427, -1.66087, 0.88387], [-0.33292, -2.06797, -1.58017]]}


So which one is most stable? That would be arrangement 2, about 7.621 eV below the next structure.